The following is a DFT calculation (ωB97M-V/def2-TZVPD) of a cluster of 5 separate species, C9H19Cl8O in total.

The geometry in XYZ format:
```
37
Properties=species:S:1:pos:R:3:nbo_charge:R:1
C -0.79 0.27 -0.11 -0.179
O -1.08 -0.38 -1.24 -0.957
H -1.70 0.66 0.41 0.089
H -0.24 -0.36 0.66 0.056
H -0.08 1.13 -0.28 0.065
Cl 4.29 2.12 -1.24 -0.089
C 3.87 0.50 -0.59 -0.369
C 2.45 0.12 -0.92 -0.406
Cl 2.21 -0.12 -2.66 -0.050
H 3.96 0.59 0.49 0.217
H 4.60 -0.19 -0.99 0.212
H 1.78 0.90 -0.59 0.239
H 2.19 -0.81 -0.42 0.229
Cl 2.02 -1.24 2.43 -0.080
C 0.60 -0.49 3.21 -0.383
C 0.78 1.01 3.18 -0.383
Cl -0.77 1.79 3.61 -0.065
H 0.60 -0.85 4.23 0.209
H -0.31 -0.80 2.71 0.255
H 1.07 1.35 2.19 0.234
H 1.49 1.33 3.93 0.209
Cl -0.84 -3.61 0.87 -0.092
C 0.67 -3.72 -0.10 -0.369
C 0.47 -3.01 -1.42 -0.443
Cl -0.63 -3.93 -2.46 -0.086
H 0.88 -4.78 -0.23 0.205
H 1.42 -3.24 0.52 0.217
H 1.44 -2.97 -1.92 0.205
H 0.05 -2.00 -1.28 0.320
Cl -4.37 4.35 -0.41 -0.087
C -3.72 2.73 -0.74 -0.389
C -3.91 2.27 -2.15 -0.390
Cl -2.86 3.06 -3.36 -0.074
H -4.23 1.99 -0.12 0.224
H -2.66 2.72 -0.47 0.246
H -4.94 2.41 -2.49 0.204
H -3.73 1.20 -2.25 0.256
```

Output
Frontier orbital gap: 5.9 eV
Net charge: -1
HOMO: -3.3 eV

The following is a DFT calculation (ωB97M-V/def2-TZVPD) of a structure of composition C5H8O2 at a distorted geometry.

The geometry in XYZ format:
```
15
Properties=species:S:1:pos:R:3:nbo_charge:R:1
O -1.22 -1.86 -1.44 -0.706
C 0.00 -1.37 -0.93 -0.089
C -0.07 0.12 -0.74 0.079
O -1.18 0.48 0.14 -0.515
C -0.30 1.30 0.83 0.117
C 0.99 0.46 1.57 -0.535
C 0.93 0.91 0.14 -0.303
H -1.90 -1.59 -0.81 0.474
H 0.28 -1.86 0.01 0.166
H 0.77 -1.61 -1.68 0.190
H -0.24 0.63 -1.70 0.195
H -0.57 2.33 1.07 0.223
H 0.69 -0.58 1.68 0.191
H 0.15 1.03 2.16 0.291
H 1.65 1.59 -0.30 0.222
```

Output
Frontier orbital gap: 9.5 eV
Net charge: 0
HOMO: -8.6 eV

The following is a DFT calculation (ωB97M-V/def2-TZVPD) of the molecule C7H6O3S at a distorted geometry.

The geometry in XYZ format:
```
17
Properties=species:S:1:pos:R:3:nbo_charge:R:1
C 0.60 -2.19 0.57 -0.874
S -0.64 -1.70 -0.59 2.199
O -1.86 -2.46 -0.32 -0.928
O -0.03 -1.72 -1.85 -0.939
C -0.84 0.00 -0.28 -0.347
C -1.61 0.93 0.35 -0.117
C -0.73 2.12 -0.08 0.155
C 0.76 2.30 0.62 -0.131
C 1.34 1.39 -0.17 -0.250
C 0.15 1.02 -0.95 0.228
O -0.57 2.04 -1.45 -0.403
H 0.25 -2.16 1.61 0.254
H 0.87 -3.16 0.24 0.255
H 1.42 -1.47 0.21 0.242
H -2.48 0.80 0.87 0.222
H 1.00 2.95 1.39 0.214
H 2.37 1.30 -0.18 0.220
```

Output
SMILES: CS(=O)(=O)C1=C[C@]23C=C[C@@]12O3
Frontier orbital gap: 8.5 eV
Net charge: 0
HOMO: -8.9 eV

The following is a DFT calculation (ωB97M-V/def2-TZVPD) of the molecule C7H14.

The geometry in XYZ format:
```
21
Properties=species:S:1:pos:R:3:nbo_charge:R:1
C 0.37 2.06 0.62 -0.604
C -0.15 1.28 -0.58 -0.394
C -0.52 -0.20 -0.40 -0.056
C -2.03 -0.41 -0.40 -0.591
C 0.23 -1.29 -1.13 -0.418
C 0.30 -1.21 0.37 -0.218
C 1.63 -0.98 1.03 -0.606
H 0.25 3.14 0.45 0.209
H -0.17 1.82 1.54 0.204
H 1.43 1.86 0.80 0.203
H -1.08 1.77 -0.90 0.204
H 0.53 1.41 -1.42 0.204
H -2.41 -0.25 -1.41 0.206
H -2.52 0.29 0.29 0.206
H -2.29 -1.44 -0.10 0.205
H -0.35 -2.08 -1.59 0.209
H 1.13 -1.02 -1.68 0.207
H -0.31 -1.95 0.90 0.205
H 1.52 -0.53 2.03 0.209
H 2.28 -0.33 0.43 0.203
H 2.15 -1.94 1.16 0.212
```

Output
SMILES: CC[C@@]1(C)C[C@H]1C
Frontier orbital gap: 10.8 eV
Net charge: 0
HOMO: -9.7 eV

The following is a DFT calculation (ωB97M-V/def2-TZVPD) of the molecule C19H25N3O4S at a distorted geometry.

The geometry in XYZ format:
```
52
Properties=species:S:1:pos:R:3:nbo_charge:R:1
C -5.41 -3.50 -0.25 -0.605
C -4.20 -2.91 -0.96 -0.398
C -3.15 -2.44 0.05 -0.226
N -2.00 -1.87 -0.60 -0.575
C -1.64 -0.59 -0.46 0.640
O -2.22 0.20 0.26 -0.640
C -0.44 -0.22 -1.25 0.218
O 0.20 -1.24 -1.87 -0.278
N 1.29 -0.77 -2.52 -0.100
C 1.33 0.52 -2.33 0.164
C 2.47 1.33 -2.81 -0.562
S 3.61 1.60 -1.39 0.260
C 3.79 -0.04 -0.74 -0.152
C 3.96 -1.15 -1.57 -0.246
C 4.08 -2.40 -0.99 -0.180
C 4.06 -2.55 0.38 -0.289
C 3.92 -1.43 1.21 0.387
O 3.92 -1.68 2.55 -0.510
C 3.82 -0.59 3.43 -0.254
C 3.78 -0.18 0.64 -0.351
C 0.23 0.95 -1.52 -0.189
C -0.04 2.39 -1.21 0.665
O 0.55 3.27 -1.80 -0.641
N -0.96 2.60 -0.26 -0.614
C -1.33 3.93 0.16 -0.224
C -1.39 4.03 1.69 -0.398
C -2.56 3.26 2.28 -0.613
H -5.88 -2.77 0.40 0.207
H -6.15 -3.83 -0.98 0.216
H -5.12 -4.36 0.35 0.203
H -3.76 -3.65 -1.62 0.194
H -4.51 -2.06 -1.56 0.206
H -3.57 -1.67 0.70 0.232
H -2.83 -3.29 0.67 0.195
H -1.47 -2.46 -1.22 0.415
H 3.00 0.83 -3.62 0.234
H 2.15 2.33 -3.09 0.291
H 3.99 -1.04 -2.64 0.221
H 4.20 -3.26 -1.62 0.215
H 4.16 -3.52 0.84 0.222
H 4.64 0.12 3.30 0.178
H 3.87 -1.02 4.43 0.200
H 2.86 -0.07 3.31 0.176
H 3.65 0.71 1.24 0.228
H -1.48 1.82 0.13 0.434
H -0.59 4.61 -0.25 0.233
H -2.31 4.19 -0.26 0.185
H -0.45 3.65 2.10 0.202
H -1.47 5.08 1.96 0.204
H -3.50 3.65 1.90 0.201
H -2.51 2.20 2.02 0.211
H -2.57 3.35 3.36 0.210
```

Output
SMILES: CCCNC(=O)c1onc(CSc2cccc(OC)c2)c1C(=O)NCCC
Frontier orbital gap: 8.1 eV
Net charge: 0
HOMO: -8.1 eV

The following is a DFT calculation (ωB97M-V/def2-TZVPD) of a structure of composition C20H26N7PS3Yb.

The geometry in XYZ format:
```
58
Properties=species:S:1:pos:R:3:nbo_charge:R:1
Yb 0.45 -0.44 -0.40 1.365
C -2.60 -2.47 2.35 -0.694
C -1.41 -1.72 1.86 0.319
N -1.41 -0.65 1.16 -0.309
N -2.54 0.04 0.84 -0.427
C -2.40 1.31 0.37 0.327
N -3.54 1.99 0.21 -0.752
S -0.92 2.01 -0.02 -0.144
C -0.04 -2.23 2.18 0.155
C 0.14 -3.41 2.87 -0.205
C 1.45 -3.83 3.13 -0.120
C 2.50 -3.05 2.71 -0.214
C 2.23 -1.88 2.00 0.105
N 0.98 -1.47 1.76 -0.506
H -3.55 -2.03 2.05 0.219
H -2.59 -2.53 3.44 0.264
H -2.57 -3.48 1.96 0.269
H -3.43 -0.27 1.21 0.394
H -4.44 1.64 0.49 0.408
H -3.48 2.92 -0.16 0.439
H -0.69 -4.02 3.19 0.234
H 1.63 -4.75 3.66 0.241
H 3.53 -3.33 2.89 0.247
H 3.02 -1.26 1.61 0.237
S 0.47 -2.89 -1.14 -0.403
C 1.83 -2.88 -2.29 -0.210
C 1.94 -3.99 -3.12 -0.222
C 2.97 -4.09 -4.05 -0.211
C 3.89 -3.07 -4.16 -0.209
C 3.79 -1.95 -3.34 -0.253
C 2.76 -1.84 -2.41 -0.061
S 2.75 -0.33 -1.45 -0.375
H 1.22 -4.79 -3.03 0.220
H 3.04 -4.97 -4.68 0.221
H 4.70 -3.13 -4.88 0.222
H 4.50 -1.15 -3.43 0.225
C -1.67 0.65 -5.61 -0.074
N -0.82 -0.52 -5.41 -0.448
C -1.64 -1.73 -5.52 -0.075
N -2.78 -1.74 -4.60 -0.454
C -3.58 -0.53 -4.83 -0.074
N -2.82 0.71 -4.70 -0.456
C -2.39 0.94 -3.32 -0.521
P -1.30 -0.42 -2.70 0.697
C -0.12 -0.46 -4.13 -0.510
C -2.36 -1.85 -3.21 -0.507
H -2.06 0.62 -6.63 0.209
H -1.07 1.55 -5.50 0.201
H -1.02 -2.60 -5.33 0.208
H -2.02 -1.79 -6.54 0.208
H -4.41 -0.52 -4.13 0.192
H -3.98 -0.58 -5.85 0.210
H -3.28 1.02 -2.69 0.211
H -1.86 1.89 -3.25 0.232
H 0.53 -1.33 -4.02 0.251
H 0.52 0.42 -4.10 0.237
H -3.24 -1.91 -2.57 0.214
H -1.78 -2.76 -3.07 0.253
```

Output
2S+1: 2
Frontier orbital gap (spin up / spin down): 5.7 / 5.7 eV
Net charge: +1
HOMO (spin up / spin down): -9.7 / -9.7 eV

The following is a DFT calculation (ωB97M-V/def2-TZVPD) of a cluster of 2 separate species, C7H5F3S in total at a distorted geometry.

The geometry in XYZ format:
```
16
Properties=species:S:1:pos:R:3:nbo_charge:R:1
C 1.85 1.28 -0.28 -0.204
C 0.89 2.33 -0.44 -0.211
C 1.54 0.10 0.16 -0.305
C -0.39 2.09 -0.15 -0.258
C 0.17 -0.17 0.37 0.046
C -0.81 0.78 0.25 0.270
C -0.76 -2.77 0.40 0.547
F -2.15 0.57 0.50 -0.335
F 0.39 -3.42 0.12 -0.327
F -1.26 -3.22 1.58 -0.335
S -1.90 -2.68 -0.85 0.063
H 2.73 1.70 -0.60 0.212
H 1.36 3.23 -0.90 0.222
H 2.30 -0.66 0.27 0.234
H -1.22 2.82 -0.22 0.231
H -2.74 -1.97 -0.19 0.150
```

Output
Frontier orbital gap (spin up / spin down): 9.2 / 8.0 eV
Net charge: 0
HOMO (spin up / spin down): -9.5 / -8.6 eV

The following is a DFT calculation (ωB97M-V/def2-TZVPD) of the ion C4H10N3 with charge +1 at a distorted geometry.

The geometry in XYZ format:
```
17
Properties=species:S:1:pos:R:3:nbo_charge:R:1
H 0.68 -1.93 2.32 0.355
N 0.96 -1.30 1.57 -0.671
C 0.41 -0.18 1.65 0.442
N -0.60 0.16 2.60 -0.855
C 0.91 0.50 0.16 -0.169
C 0.11 0.27 -0.82 0.116
C -1.26 -0.28 -0.98 -0.685
N 0.78 0.58 -2.15 -0.675
H -1.16 0.88 2.30 0.391
H -0.45 -0.06 3.62 0.433
H 1.93 0.77 0.11 0.240
H -1.59 -0.35 -1.95 0.230
H -2.00 0.36 -0.42 0.261
H -1.38 -1.18 -0.46 0.271
H 1.00 -0.30 -2.63 0.435
H 1.59 1.09 -2.13 0.435
H 0.05 0.99 -2.80 0.444
```

Output
SMILES: [H]/N=C(N)/C=C(\C)[NH3+]
Frontier orbital gap: 9.5 eV
Net charge: +1
HOMO: -13.1 eV